No. 1
Formula: C4H7NO
Source: the Open Molecules 2025 dataset
Level of theory: wB97M-V/def2-TZVPD

Structure (XYZ):
```
13
Properties=species:S:1:pos:R:3
O -0.945 1.823 -0.282
C 0.291 1.326 -0.293
C 0.695 0.460 0.907
N 0.757 -0.908 0.380
C -0.578 -1.277 -0.106
C 0.359 -0.637 -1.021
H -1.485 1.429 0.429
H 0.610 0.730 -1.288
H -0.034 0.530 1.731
H 1.670 0.767 1.300
H -1.447 -0.726 0.268
H -0.739 -2.350 -0.185
H 0.846 -1.167 -1.839
```

## Properties
energy = -286.4000 Eh
LUMO energy = 0.8 eV
ΔE to the lowest compared entry with this formula, charge and spin = 145.4 kcal per mole



No. 2
Formula: C4H7NO
Source: the Open Molecules 2025 dataset
Level of theory: wB97M-V/def2-TZVPD

Structure (XYZ):
```
13
Properties=species:S:1:pos:R:3
C 1.845 -0.708 -0.113
C 1.001 0.449 -0.086
O 1.358 1.582 0.191
N -0.339 0.196 -0.621
C -1.223 -0.603 0.326
C -1.537 0.835 -0.110
H 2.773 -0.317 0.074
H 1.301 -1.339 0.667
H 1.788 -0.899 -1.182
H -1.998 -1.208 -0.109
H -0.941 -0.730 1.324
H -2.498 0.932 -0.744
H -1.530 1.811 0.383
```

## Properties
energy = -286.5213 Eh
LUMO energy = 1.0 eV
ΔE to the lowest compared entry with this formula, charge and spin = 69.3 kcal per mole



No. 3
Formula: C4H7NO
Source: the Open Molecules 2025 dataset
Level of theory: wB97M-V/def2-TZVPD

Structure (XYZ):
```
13
Properties=species:S:1:pos:R:3
C 3.565 0.119 -0.685
C 0.467 -0.137 0.149
C -0.794 -0.915 -0.068
C 0.388 1.308 0.377
N 1.652 -0.643 0.070
O 4.428 -0.007 0.065
H -0.713 -1.976 0.088
H -1.186 -1.088 -1.192
H -1.652 -0.486 0.450
H 0.580 1.501 1.482
H -0.526 1.527 0.062
H 1.169 1.821 -0.121
H 1.659 -1.680 -0.136
```

## Properties
energy = -286.5420 Eh
LUMO energy = 0.9 eV
ΔE to the lowest compared entry with this formula, charge and spin = 56.2 kcal per mole



| no. | HOMO-LUMO gap (Eh) |
| --- | --- |
| 1 | 0.32029 |
| 2 | 0.38308 |
| 3 | 0.37293 |